C6H18BrMnNO6 as an isolated structure at a distorted geometry, computed with ωB97M-V/def2-TZVPD.

Values from the calculation:
LUMO energy (spin up / spin down) = -4.346 / -8.546 eV
Spin multiplicity = 7
HOMO (spin up / spin down) = -11.94 / -11.89 eV
Net charge = +1
Calculated total energy = -4470.18730 hartree

Structure (XYZ):
```
33
Properties=species:S:1:pos:R:3:lowdin_spin:R:1
Mn 0.095 -0.403 -0.013 4.72
Br 0.487 -1.902 2.095 0.12
N -0.983 -2.813 -2.219 -0.03
O -2.109 -2.673 -2.705 0.47
O -0.263 -3.662 -2.654 0.40
O -0.573 -2.082 -1.339 0.20
C -4.011 -0.737 0.899 0.00
C -3.029 -0.023 -0.039 0.00
O -1.868 0.271 0.623 0.04
H -4.385 -0.261 1.805 0.00
H -3.490 -1.669 1.117 0.00
H -4.896 -1.144 0.409 0.00
H -3.584 0.887 -0.267 0.00
H -2.836 -0.507 -0.997 0.00
H -2.015 0.924 1.311 0.00
C 3.681 -0.162 -2.251 0.00
C 2.700 -1.202 -1.717 0.00
O 2.181 -0.804 -0.509 0.04
H 3.930 -0.343 -3.296 0.00
H 4.591 -0.212 -1.653 0.00
H 3.178 0.801 -2.332 0.00
H 3.255 -2.126 -1.552 0.00
H 1.875 -1.313 -2.420 0.00
H 2.943 -0.908 0.065 0.00
C -0.036 3.136 2.038 0.00
C 0.803 1.854 2.208 0.00
O 1.181 1.358 0.964 0.04
H -0.345 3.606 2.971 0.00
H -0.963 3.020 1.477 0.00
H 0.597 3.885 1.561 0.00
H 0.232 1.248 2.912 0.00
H 1.674 2.137 2.800 0.00
H 1.983 1.820 0.707 0.00
```

---

C6H18CaFO3 as an isolated structure at a distorted geometry, computed with ωB97M-V/def2-TZVPD.

Values from the calculation:
LUMO energy = -7.209 eV
HOMO = -11.94 eV
Net charge = +1
Relative energy (zero: lowest compared OMol25 entry of this formula, charge and spin) = 0.000 eV
Calculated total energy = -1242.31106 hartree

Structure (XYZ):
```
29
Properties=species:S:1:pos:R:3:nbo_charge:R:1
Ca 1.976 -3.937 -0.947 1.94
F 0.750 -2.076 -0.500 -0.90
C 0.181 0.823 3.230 -0.63
C -0.379 -0.294 2.375 -0.06
O 0.600 -1.207 2.100 -0.75
H -0.528 1.591 3.541 0.22
H 0.985 1.285 2.657 0.20
H 0.594 0.470 4.175 0.21
H -0.797 0.036 1.424 0.16
H -1.143 -0.883 2.882 0.16
H 0.509 -1.367 1.158 0.47
C 2.261 2.419 -1.973 -0.63
C 1.868 1.144 -1.183 -0.06
O 1.037 0.303 -1.932 -0.74
H 1.366 2.926 -2.334 0.22
H 2.913 2.248 -2.830 0.21
H 2.757 3.145 -1.329 0.22
H 1.406 1.510 -0.266 0.16
H 2.721 0.561 -0.834 0.13
H 0.902 -0.487 -1.403 0.48
C -2.330 -0.021 -1.005 -0.63
C -2.471 -1.519 -1.030 -0.06
O -1.951 -2.082 0.137 -0.73
H -1.276 0.170 -0.803 0.20
H -2.959 0.453 -0.251 0.21
H -2.561 0.538 -1.912 0.22
H -1.909 -1.837 -1.908 0.13
H -3.515 -1.761 -1.225 0.18
H -1.006 -2.150 -0.016 0.47
```

---

C6H18ClN3OPTi as an isolated structure at a distorted geometry, computed with ωB97M-V/def2-TZVPD.

Values from the calculation:
LUMO energy (spin up / spin down) = -2.733 / -2.424 eV
Spin multiplicity = 4
HOMO (spin up / spin down) = -7.36 / -7.38 eV
Relative energy (zero: lowest compared OMol25 entry of this formula, charge and spin) = 4.023 eV
Calculated total energy = -2129.73584 hartree

Structure (XYZ):
```
31
Properties=species:S:1:pos:R:3:lowdin_spin:R:1
Ti 6.100 6.569 2.511 3.02
Cl 3.483 7.468 -0.767 -0.02
O -1.773 1.113 -0.742 0.00
P -0.850 0.020 -0.245 0.00
N 0.469 0.728 0.575 0.00
C 1.713 1.144 -0.131 0.00
C 0.205 1.281 1.888 0.00
N -0.114 -0.955 -1.579 0.00
C -0.520 -0.744 -3.016 0.00
C 0.905 -1.947 -1.470 0.00
N -1.601 -1.054 0.821 0.00
C -2.967 -1.400 0.645 0.00
C -0.939 -1.727 1.939 0.00
H 1.435 1.327 -1.169 0.00
H 2.548 0.446 -0.075 0.00
H 2.093 2.106 0.215 0.00
H -0.840 1.120 2.150 0.00
H 0.280 2.367 1.816 0.00
H 0.952 1.085 2.657 0.00
H -1.091 0.174 -3.158 0.00
H 0.309 -0.569 -3.702 0.00
H -1.021 -1.622 -3.422 0.00
H 0.995 -2.276 -0.435 0.00
H 0.643 -2.787 -2.113 0.00
H 1.826 -1.524 -1.872 0.00
H -3.124 -2.455 0.420 0.00
H -3.499 -1.348 1.594 0.00
H -3.488 -0.913 -0.179 0.00
H -1.232 -1.366 2.925 0.00
H 0.109 -1.452 2.058 0.00
H -1.007 -2.812 1.864 0.00
```

---

A 4-piece molecular cluster, C6H18FO6 overall at a distorted geometry, computed with ωB97M-V/def2-TZVPD.

Values from the calculation:
LUMO energy = 3.808 eV
HOMO = -5.29 eV
Net charge = -1
Relative energy (zero: lowest compared OMol25 entry of this formula, charge and spin) = 9.687 eV
Calculated total energy = -790.43262 hartree

Structure (XYZ):
```
31
Properties=species:S:1:pos:R:3:nbo_charge:R:1
F 0.202 0.137 0.063 -0.58
C -1.779 -0.239 1.838 -0.10
C -1.674 -1.485 1.024 -0.10
O -0.357 -2.035 0.945 -0.72
O -1.481 0.902 1.052 -0.70
H -1.179 -0.221 2.748 0.16
H -2.787 -0.075 2.217 0.17
H -2.166 -1.337 0.062 0.16
H -2.353 -2.123 1.589 0.16
H 0.261 -1.328 0.748 0.47
H -0.616 0.786 0.653 0.39
C 2.393 1.497 -0.193 -0.10
C 1.994 1.474 1.318 -0.09
O 0.647 1.691 1.520 -0.71
O 2.210 0.263 -0.885 -0.73
H 3.455 1.745 -0.183 0.16
H 1.849 2.314 -0.667 0.16
H 2.639 2.199 1.815 0.16
H 2.316 0.492 1.664 0.14
H 0.170 1.032 1.011 0.42
H 1.316 0.020 -0.635 0.43
C -1.377 -0.398 -1.910 -0.09
C 0.007 -1.023 -2.267 -0.10
O 0.650 -1.585 -1.170 -0.71
O -1.164 0.917 -1.433 -0.74
H -1.944 -1.074 -1.269 0.15
H -1.996 -0.477 -2.804 0.16
H 0.686 -0.260 -2.648 0.17
H -0.071 -1.820 -3.006 0.16
H 0.755 -0.863 -0.546 0.42
H -0.604 0.874 -0.654 0.46
```

---

C6H18In2Li2O20P2 as an isolated structure at a distorted geometry, computed with ωB97M-V/def2-TZVPD.

Values from the calculation:
LUMO energy = -5.944 eV
HOMO = -9.45 eV
Calculated total energy = -2822.39230 hartree

Structure (XYZ):
```
50
Properties=species:S:1:pos:R:3:nbo_charge:R:1
Li -2.713 -0.343 0.992 0.92
Li -1.296 2.289 1.809 0.88
In -0.578 -2.901 -0.822 0.90
In -0.742 2.119 -2.098 0.93
C 1.209 -0.120 -4.878 -0.08
C 0.754 -1.024 -3.821 0.40
C 1.180 -2.575 -4.050 0.39
O 0.778 -3.462 -3.274 -0.48
C 1.927 -2.911 -5.280 -0.03
C 2.427 -1.994 -6.104 0.29
C 1.992 -0.544 -5.936 0.31
O 2.342 0.378 -6.716 -0.42
O 3.060 -2.484 -7.098 -0.38
O 0.317 -0.732 -2.728 -0.47
H 0.990 0.929 -4.745 0.25
H 2.042 -3.946 -5.566 0.26
P -0.350 0.127 0.914 2.55
O 0.739 -0.935 0.947 -1.24
O -1.293 -0.214 -0.253 -1.34
O 0.149 1.520 0.659 -1.26
O -1.245 0.213 2.138 -1.31
P -3.654 2.477 -0.111 2.40
O -3.903 1.066 0.488 -1.14
O -2.310 3.103 0.400 -0.82
O -4.747 3.491 0.271 -0.64
O -3.530 2.607 -1.678 -0.82
O 0.027 3.976 2.582 -0.96
H 0.327 3.711 3.451 0.48
H 0.802 3.897 2.026 0.50
O 0.697 -3.927 1.630 -0.96
H 1.432 -3.452 2.018 0.49
H 0.337 -4.444 2.350 0.48
O 2.408 -1.899 -0.715 -0.99
H 2.013 -1.440 0.026 0.51
H 3.016 -1.264 -1.094 0.46
O 2.505 2.293 1.757 -1.01
H 2.714 1.539 2.307 0.49
H 1.842 1.968 1.147 0.49
O -0.095 -1.042 4.187 -0.99
H 0.790 -0.745 3.975 0.48
H -0.594 -0.902 3.382 0.48
O -3.163 -0.678 3.632 -0.95
H -3.743 0.025 3.340 0.45
H -2.281 -0.320 3.528 0.50
O 2.347 -0.311 2.735 -1.00
H 1.661 -0.407 2.075 0.49
H 2.716 -1.190 2.827 0.47
O -2.710 2.819 3.109 -0.94
H -3.275 3.568 3.298 0.50
H -3.316 2.091 2.968 0.48
```

---

C6H18InO8P2 as an isolated structure at a distorted geometry, computed with ωB97M-V/def2-TZVPD.

Values from the calculation:
LUMO energy = -17.298 eV
HOMO = -19.45 eV
Net charge = +3
Relative energy (zero: lowest compared OMol25 entry of this formula, charge and spin) = 1.657 eV
Calculated total energy = -1713.02386 hartree

Structure (XYZ):
```
35
Properties=species:S:1:pos:R:3:nbo_charge:R:1
In 9.100 -7.438 29.544 1.08
C 4.573 -7.993 26.270 -0.25
O 4.120 -7.941 27.642 -0.67
P 4.822 -7.100 28.770 2.60
O 6.275 -7.311 28.858 -1.08
O 4.018 -7.587 30.045 -0.66
C 2.578 -7.694 30.021 -0.27
O 4.279 -5.655 28.537 -0.68
C 5.032 -4.451 28.636 -0.27
H 5.019 -8.982 26.105 0.26
H 5.321 -7.232 26.059 0.21
H 3.679 -7.895 25.652 0.27
H 2.273 -8.716 30.259 0.26
H 2.130 -7.346 29.094 0.23
H 2.196 -7.044 30.827 0.27
H 6.079 -4.608 28.890 0.20
H 4.599 -3.804 29.412 0.26
H 4.962 -3.895 27.694 0.27
C 6.074 -10.335 33.026 -0.26
O 7.219 -9.839 33.688 -0.62
P 8.657 -9.842 33.052 2.61
O 8.722 -9.239 31.702 -1.00
O 8.928 -11.380 33.043 -0.63
C 10.231 -11.967 33.247 -0.27
O 9.547 -9.303 34.149 -0.79
C 9.902 -7.916 34.324 -0.26
H 5.665 -11.180 33.603 0.29
H 6.266 -10.577 31.984 0.21
H 5.302 -9.546 33.112 0.26
H 10.495 -11.890 34.314 0.27
H 10.986 -11.451 32.642 0.24
H 10.166 -13.015 32.979 0.26
H 9.769 -7.332 33.412 0.18
H 10.937 -7.841 34.642 0.24
H 9.307 -7.464 35.119 0.23
```

---

C6H18KN6O7 as an isolated structure at a distorted geometry, computed with ωB97M-V/def2-TZVPD.

Values from the calculation:
LUMO energy = 1.856 eV
HOMO = -2.77 eV
Net charge = -1
Calculated total energy = -1694.81954 hartree

Structure (XYZ):
```
38
Properties=species:S:1:pos:R:3:nbo_charge:R:1
K -0.980 -0.048 0.443 0.95
C -3.218 2.239 -0.125 0.96
O -2.178 2.539 0.619 -0.98
O -3.755 3.103 -0.865 -0.82
O -3.650 0.991 -0.089 -0.99
C 2.836 -2.301 1.470 -0.63
C 1.560 -1.985 2.211 -0.07
O 0.468 -2.322 1.350 -0.73
H 2.813 -3.328 1.090 0.21
H 3.739 -2.203 2.073 0.20
H 2.961 -1.686 0.575 0.22
H 1.532 -0.910 2.419 0.17
H 1.533 -2.567 3.135 0.16
H -0.295 -2.511 1.905 0.47
C 1.562 -0.044 -2.237 0.78
O 0.352 -0.059 -2.042 -0.68
N 2.445 0.560 -1.398 -0.86
N 2.109 -0.640 -3.349 -0.85
H 3.404 0.666 -1.669 0.37
H 2.111 1.014 -0.554 0.45
H 3.103 -0.717 -3.464 0.37
H 1.539 -0.997 -4.090 0.41
C -3.423 -1.632 -2.317 0.77
O -3.341 -2.605 -3.075 -0.73
N -2.522 -0.616 -2.289 -0.87
N -4.424 -1.479 -1.393 -0.88
H -2.677 0.082 -1.564 0.43
H -1.839 -0.525 -3.013 0.41
H -5.177 -2.137 -1.394 0.38
H -4.429 -0.642 -0.806 0.45
C 1.066 2.295 1.883 0.78
O 1.255 1.529 0.932 -0.78
N 2.026 2.526 2.844 -0.86
N -0.112 2.922 2.077 -0.84
H 2.915 2.065 2.821 0.39
H 1.865 3.138 3.621 0.38
H -0.257 3.524 2.865 0.37
H -0.918 2.763 1.397 0.48
```

---

C6H18KO6 as an isolated structure at a distorted geometry, computed with ωB97M-V/def2-TZVPD.

Values from the calculation:
LUMO energy = -3.443 eV
HOMO = -13.34 eV
Net charge = +1
Relative energy (zero: lowest compared OMol25 entry of this formula, charge and spin) = 0.768 eV
Calculated total energy = -1290.56061 hartree

Structure (XYZ):
```
31
Properties=species:S:1:pos:R:3:nbo_charge:R:1
K -16.354 28.441 23.147 0.98
C -14.622 24.799 22.155 -0.07
C -15.678 25.315 21.138 -0.09
O -15.611 26.749 21.109 -0.77
O -14.766 23.434 22.392 -0.69
H -14.754 25.471 23.018 0.15
H -13.631 25.043 21.771 0.18
H -16.654 24.963 21.487 0.15
H -15.474 24.893 20.152 0.19
H -16.245 27.028 20.434 0.48
H -15.516 23.308 22.985 0.47
C -19.452 25.981 22.453 -0.10
C -20.467 26.942 21.840 -0.09
O -21.525 27.301 22.674 -0.69
O -18.566 26.624 23.382 -0.78
H -18.892 25.549 21.628 0.18
H -20.010 25.221 23.006 0.19
H -20.895 26.461 20.953 0.20
H -19.902 27.766 21.369 0.15
H -21.237 27.924 23.350 0.47
H -19.021 26.742 24.221 0.48
C -12.667 28.404 21.908 -0.09
C -11.413 27.598 22.196 -0.09
O -10.883 28.089 23.424 -0.74
O -13.560 28.330 23.022 -0.78
H -13.145 28.048 21.001 0.20
H -12.369 29.449 21.790 0.18
H -10.662 27.677 21.407 0.19
H -11.688 26.540 22.273 0.17
H -10.439 27.364 23.873 0.49
H -13.112 28.844 23.708 0.49
```